(1)
34
Properties=species:S:1:pos:R:3:lowdin_charge:R:1 method="wB97M-V/def2-TZVPD" multiplicity=3 homo_ev="-11.0 / -11.0" total_charge=+1 s_squared=2.03 orbital_gap_ev="6.609 / 6.117"
Mo 1.5734 -0.4106 1.0135 1.015
S 5.1699 1.3744 -2.8129 0.678
C 4.2656 1.4402 -1.4804 -1.470
S 2.6374 2.0773 -1.4482 0.943
C 2.3013 1.7121 0.2391 -1.050
C 3.3333 1.1256 0.9638 -1.223
S 3.1411 0.4944 2.5745 0.587
S 4.8050 0.8427 0.0819 0.923
S 0.9078 2.4646 1.0076 1.040
O -3.1799 -0.7945 0.9129 0.076
C -3.4036 0.3120 0.2060 -0.252
C -4.7463 0.6333 -0.0043 0.005
C -5.1123 1.8016 -0.6297 -0.042
C -4.1413 2.7066 -1.0642 -0.065
C -2.8176 2.4139 -0.8660 -0.016
C -2.4064 1.2123 -0.2470 -0.065
C -0.9808 1.0147 -0.0948 -0.304
O -0.2631 2.1994 -0.1289 -0.409
N -0.2433 -0.0366 0.0075 -0.123
N -0.7162 -1.3559 0.1953 -0.080
C 0.4867 -2.0077 0.2951 -1.108
S 0.9217 -2.8451 1.7521 0.999
C 2.2528 -3.8399 1.0209 -0.451
C 2.9682 -3.0705 -0.0815 -0.448
S 1.8012 -1.9327 -0.9272 0.966
H -2.2799 -1.1521 0.7515 0.043
H -5.4814 -0.0750 0.3518 0.128
H -6.1610 2.0176 -0.7856 0.117
H -4.4276 3.6344 -1.5381 0.112
H -2.0645 3.1181 -1.1892 0.119
H 1.7736 -4.7391 0.6376 0.094
H 2.9410 -4.1190 1.8168 0.097
H 3.3587 -3.7481 -0.8394 0.094
H 3.7864 -2.4683 0.3094 0.071

---

(2)
47
Properties=species:S:1:pos:R:3:lowdin_charge:R:1 method="wB97M-V/def2-TZVPD" homo_ev=-4.2 total_charge=-1 orbital_gap_ev=6.451
B 0.1409 -3.5770 -1.3377 -0.553
C -0.5650 -2.1077 -1.6599 -0.328
C 0.5637 -0.8851 -1.7385 -0.227
C -0.3163 0.4969 -2.0150 -0.222
C -0.5710 1.2432 -0.5515 -0.215
C -1.5622 2.5482 -0.6378 -0.179
C -2.9018 2.2918 -1.6043 -0.196
O -3.6783 1.2373 -0.9348 -0.100
C -4.3738 0.3586 -1.8868 -0.265
O -3.8575 -0.2082 -2.9796 -0.022
C -5.9651 -0.0333 -1.5540 -0.051
C -6.1503 -1.4399 -1.0137 -0.005
H 0.9437 -3.4966 -0.4513 -0.039
H 0.6743 -3.9146 -2.3524 -0.034
H -0.7283 -4.3374 -1.0215 -0.038
H -1.1472 -2.2302 -2.6926 0.089
H -1.3391 -1.8959 -0.7976 0.078
H 1.3617 -1.0593 -2.5998 0.110
H 1.0703 -0.8351 -0.6605 0.091
H 0.3580 1.1942 -2.7075 0.105
H -1.3115 0.1527 -2.5340 0.081
H -0.9064 0.4808 0.2968 0.119
H 0.5002 1.6319 -0.2053 0.104
H -0.9979 3.5372 -0.9142 0.107
H -2.0100 2.6965 0.4580 0.111
H -2.6033 2.0645 -2.7126 0.127
H -3.5088 3.3176 -1.6126 0.127
H -6.8630 0.7210 -1.7153 0.102
H -5.4483 -2.2532 -1.5266 0.094
H -6.8838 -1.6900 -0.1368 0.062
C 4.2697 -0.2800 3.6883 -0.082
C 2.8166 0.0775 3.3781 -0.427
C 2.4343 -0.0944 1.8887 -0.198
O 2.9434 0.9242 1.0217 -0.208
C 4.3135 0.7759 0.6829 -0.109
N 2.5510 1.4437 3.8475 0.027
H 4.9720 0.5070 3.4014 0.059
H 4.3976 -0.4349 4.7653 0.071
H 4.5654 -1.2047 3.1818 0.079
H 2.1880 -0.6106 3.9555 0.135
H 1.3443 -0.0270 1.8119 0.112
H 2.7081 -1.0879 1.5155 0.124
H 4.6003 -0.2742 0.5705 0.094
H 4.9358 1.2660 1.4328 0.066
H 4.4884 1.2876 -0.2677 0.087
H 1.5541 1.6368 3.7413 0.070
H 2.9936 2.0862 3.1842 0.068

---

(3)
14
Properties=species:S:1:pos:R:3:lowdin_charge:R:1 method="wB97M-V/def2-TZVPD" homo_ev=-9.2 total_charge=0 orbital_gap_ev=10.151 smiles=NPC[C@H]1CO1
C -0.5597 0.6759 -1.5459 -0.132
C -1.0198 0.0971 -0.2441 -0.412
C -0.5958 -1.2007 0.4418 -0.309
N 1.9226 0.1952 0.5629 -0.291
O -1.8970 0.2010 -1.3608 -0.044
P 0.9208 -0.6958 1.5991 0.785
H -0.3986 1.7479 -1.5716 0.102
H 0.1496 0.1130 -2.1668 0.116
H -1.2812 0.8136 0.4543 0.093
H -0.3367 -1.9521 -0.3381 0.080
H -1.3522 -1.6778 1.1205 0.079
H 1.3975 1.0440 0.1046 0.075
H 2.8595 0.3796 0.8080 -0.009
H 0.1911 0.2591 2.1363 -0.131

---

(4)
22
Properties=species:S:1:pos:R:3:lowdin_charge:R:1 method="wB97M-V/def2-TZVPD" homo_ev=-13.1 total_charge=+1 orbital_gap_ev=10.153
C 3.1284 -2.1336 0.7784 -0.048
C -1.5770 0.0841 -1.5042 0.036
C 0.2259 1.5303 -0.7989 0.041
C -1.9759 1.7661 0.1874 0.031
C 2.2975 -2.3461 1.8085 -0.059
N -0.5877 -0.1133 0.7518 0.127
N -0.9518 0.7769 -0.2839 -0.461
H 3.9345 -1.4950 0.8492 0.027
H -1.1004 -1.0530 0.5253 0.164
H 3.0358 -2.5771 -0.1394 0.019
H -2.3583 -0.4535 -1.0655 0.090
H -1.9999 0.7751 -2.1497 0.088
H -1.0404 -0.5732 -2.1103 0.101
H 0.7910 0.6595 -1.1589 0.126
H -0.1686 2.1060 -1.5792 0.097
H 0.6375 2.1325 -0.0471 0.102
H -1.3597 2.2914 0.9303 0.119
H -2.2630 2.3578 -0.6430 0.095
H -2.8467 1.2527 0.6169 0.124
H 2.3094 -1.7321 2.6714 0.038
H 1.4334 -2.9950 1.6963 0.048
H 0.4361 -0.2606 0.6647 0.096

---

(5)
16
Properties=species:S:1:pos:R:3:lowdin_charge:R:1 method="wB97M-V/def2-TZVPD" homo_ev=-8.1 total_charge=0 orbital_gap_ev=8.928 smiles="C=CN.NCO"
C -2.0797 -0.6608 -0.9346 -0.304
C -2.8607 -0.5401 0.1489 -0.045
N -1.4112 -1.8288 -1.2884 0.029
H -1.8691 0.0863 -1.6884 0.100
H -3.1094 0.4526 0.4850 0.033
H -2.9528 -1.4140 0.7797 0.040
H 2.0565 1.3138 -1.2503 0.082
H -0.7036 -1.7296 -1.9788 0.065
H -1.2822 -2.5376 -0.5814 0.084
N 1.8107 0.0385 0.9666 0.008
C 2.2729 1.3977 0.6720 -0.376
O 1.7160 1.8626 -0.5351 -0.066
H 0.8345 0.1037 1.2334 0.061
H 2.2597 -0.1219 1.8734 0.067
H 1.9547 2.1212 1.4296 0.111
H 3.3636 1.4563 0.6683 0.110

---

Per-record E_tot, eV: -98394.850; -22252.777; -16065.057; -8398.985; -8299.658